Density functional theory data (ωB97M-V/def2-TZVPD) for C16H12ClN5OS2 in the gas phase at a distorted geometry.

Energy in Ha: -2222.494946
Multiplicity: 1
LUMO level in eV: 0.38
Energy above the lowest of the compared OMol25 structures with the same formula, charge and spin in eV: 0.0000
SMILES: Cn1nnnc1SCC(=O)N1c2ccccc2Sc2ccc(Cl)cc21
HOMO energy in eV: -8.35
Orbital gap in eV: 8.7

Positions of all 37 atoms, in Å:
Cl: -3.09944 -0.14718 4.99661
S: 0.43624 2.68754 -1.67710
S: -0.79216 -2.74981 -0.20597
O: -2.30989 1.69766 0.43464
N: 1.25913 0.50410 -3.12786
N: 2.37999 0.14142 -3.73022
N: 2.77141 2.04159 -2.91868
N: 3.27909 1.02369 -3.62355
N: -0.67171 0.13948 0.48516
C: -1.36056 1.16915 -0.09518
C: 2.90632 -0.14312 -0.40939
C: 1.49611 1.69543 -2.61217
C: -1.42784 -2.01064 1.27593
C: 0.63065 -1.71404 -0.39588
C: 0.55727 -0.38728 0.01697
C: 1.81961 -2.22622 -0.89257
C: 3.49268 3.23130 -2.59182
C: -0.95613 1.51704 -1.51989
C: 2.94948 -1.43096 -0.92016
C: -1.80123 -0.06236 2.64465
C: -2.59986 -2.22737 3.35883
C: -2.45598 -0.86364 3.56753
C: -2.07776 -2.79869 2.21375
C: 1.71469 0.37828 0.06255
C: -1.29728 -0.63868 1.49058
H: 4.52203 3.09430 -2.91594
H: -1.81590 2.00174 -1.98409
H: -0.65827 0.63128 -2.08180
H: 3.87089 -1.82270 -1.32053
H: 3.45482 3.40397 -1.51534
H: 1.66651 1.38036 0.46257
H: -1.71097 0.99970 2.79980
H: 3.05568 4.09087 -3.10265
H: -2.18189 -3.85681 2.03270
H: 1.84877 -3.24400 -1.24706
H: -3.11408 -2.83491 4.08581
H: 3.80293 0.45822 -0.38330

Electronic structure analysis, Mulliken charges in units of e: -0.22 -0.22 -0.32 -0.60 -0.01 -0.59 0.69 -0.33 0.49 0.68 -0.71 0.24 0.56 0.87 -0.50 -0.43 -0.94 -0.81 -0.72 -0.64 -0.63 0.10 -0.57 -0.31 -0.13 0.32 0.51 0.46 0.41 0.34 0.57 0.46 0.35 0.38 0.41 0.43 0.41

***

Density functional theory data (ωB97M-V/def2-TZVPD) for a molecular structure, C16H12FFeN10O3 at a distorted geometry.

Energy in Ha: -2753.770269
Multiplicity: 6
LUMO level (alpha / beta) in eV: -0.48 / -3.95
Energy above the lowest of the compared OMol25 structures with the same formula, charge and spin in eV: 0.9565
<S²>: 8.7776
HOMO energy (alpha / beta) in eV: -8.94 / -8.95
Orbital gap (alpha / beta) in eV: 8.5 / 5.0

Positions of all 43 atoms, in Å:
Fe: 2.71391 -0.10884 2.10634
F: 1.39074 3.31062 -3.58325
O: 0.97941 -0.98499 2.67299
O: -1.12805 -1.68765 2.65165
O: 1.54064 1.08894 0.86380
N: 4.18815 -0.75606 3.52691
N: 4.62839 -1.20790 5.55431
N: -2.14007 0.26793 -0.70128
N: 4.80194 -2.33748 4.92381
N: 3.33378 -1.71616 0.96999
N: 3.22425 -3.25474 -0.49062
N: 2.88767 -2.04415 -0.24084
N: 4.27842 -0.26671 4.76057
N: 4.55111 -2.97597 2.63810
N: 3.87935 -3.79274 0.50381
C: -1.71316 -0.36062 0.39789
C: 0.03225 1.26524 -0.92709
C: -3.55579 0.20298 -1.04143
C: -1.28336 1.08077 -1.40446
C: 0.52659 2.58957 -2.85206
C: -0.78368 2.47261 -3.30311
C: -4.27743 1.30422 -0.26118
C: -3.09681 1.56031 -3.09412
C: 0.44382 0.72570 0.36335
C: -3.73027 0.28542 -2.55482
C: 3.94694 -2.83927 1.43085
C: -0.48230 -0.17779 0.96521
C: 4.52534 -2.06418 3.64871
C: 0.94517 2.00756 -1.68209
C: -1.69010 1.70982 -2.59697
C: -0.20805 -1.02824 2.21212
H: -3.92095 -0.77085 -0.69894
H: -3.10642 1.55854 -4.18413
H: -1.07964 2.98346 -4.20697
H: 4.87978 -3.90169 2.86942
H: -2.39201 -1.05347 0.87767
H: -5.33418 1.32484 -0.51121
H: -3.84565 2.28006 -0.47087
H: -3.68001 2.42785 -2.77585
H: -4.17083 1.10510 0.80294
H: -4.79190 0.26031 -2.80029
H: -3.25256 -0.58475 -3.01152
H: 1.96560 2.10240 -1.34734

Electronic structure analysis, Mulliken charges in units of e: 0.31 -0.35 -0.46 -0.71 -1.19 0.17 -0.36 0.15 -0.31 0.40 -0.55 -0.16 -0.20 0.01 -0.34 -0.22 0.45 -0.20 -0.47 0.07 -0.62 -1.37 -1.16 1.66 -1.05 0.54 -0.01 0.46 -0.94 0.97 0.37 0.48 0.47 0.53 0.26 0.51 0.39 0.38 0.35 0.39 0.43 0.35 0.56

***

Density functional theory data (ωB97M-V/def2-TZVPD) for 2 unconnected molecules or ions with the total composition C16H13BFNO6S at a distorted geometry.

Energy in Ha: -1646.622576
Multiplicity: 1
LUMO level in eV: -1.08
Energy above the lowest of the compared OMol25 structures with the same formula, charge and spin in eV: 0.0000
SMILES: O=C1c2ccccc2C(=O)c2ccccc21.C=CN(B(O)O)S(=O)(=O)F
HOMO energy in eV: -8.58
Orbital gap in eV: 7.5

Positions of all 39 atoms, in Å:
S: -1.10519 4.21268 4.03668
F: 0.27605 3.55660 4.31037
O: -0.02042 -0.92881 0.04599
O: -2.10517 3.72678 0.88275
O: -1.69638 4.48307 5.29385
O: -0.86503 5.28334 3.12836
O: -0.70260 1.90162 1.38049
O: 2.88890 -3.54102 -3.60555
N: -1.88125 2.97721 3.28209
C: 3.49129 -0.84381 -3.16119
C: 1.08978 -3.62083 -2.08751
C: 2.92951 1.18645 -1.99757
C: 0.34071 -2.94724 -1.12031
C: 1.69252 -0.82232 -1.55689
C: -0.97032 -4.92601 -0.75996
C: 2.47112 -1.50724 -2.49227
C: 2.21155 -2.94194 -2.79749
C: 3.71952 0.49912 -2.91344
C: -4.12507 4.14748 3.51587
C: -0.68316 -3.60737 -0.45284
C: 1.92121 0.52710 -1.31589
C: -3.31223 3.03597 3.40874
C: 0.61637 -1.51891 -0.80268
C: -0.23603 -5.59144 -1.73605
C: 0.79379 -4.94235 -2.39507
B: -1.55838 2.89158 1.79148
H: -4.17324 4.70067 4.44823
H: -0.46791 -6.61955 -1.98055
H: -2.14875 4.63833 1.20372
H: -1.25375 -3.08493 0.30218
H: 4.51238 1.01542 -3.43832
H: 1.30763 1.05619 -0.59853
H: 3.10314 2.23851 -1.81463
H: -1.21035 1.11053 1.15921
H: -4.77515 4.47984 2.71416
H: -3.77375 2.05043 3.39163
H: 1.36916 -5.45707 -3.15187
H: 4.09978 -1.38032 -3.87575
H: -1.77027 -5.43776 -0.24146

Electronic structure analysis, Mulliken charges in units of e: 1.11 -0.20 -0.60 -0.42 -0.55 -0.60 -0.29 -0.67 -0.05 -0.70 0.21 -0.67 0.13 0.08 -0.52 0.37 0.54 -0.40 -0.79 -0.50 -0.40 -0.21 0.45 -0.46 -0.58 0.42 0.30 0.41 0.32 0.46 0.39 0.73 0.42 0.25 0.28 0.37 0.47 0.48 0.40

***

Density functional theory data (ωB97M-V/def2-TZVPD) for a molecular structure, C16H13BrHfIN7S at a distorted geometry.

Energy in Ha: -4318.107401
Multiplicity: 1
Net charge: +2
LUMO level in eV: -8.84
Energy above the lowest of the compared OMol25 structures with the same formula, charge and spin in eV: 1.2380
HOMO energy in eV: -14.50
Orbital gap in eV: 5.7

Positions of all 40 atoms, in Å:
Hf: 12.00687 10.86458 5.39695
I: 10.15360 9.70233 7.27546
Br: 9.43970 6.61821 6.36282
S: 10.47104 13.03673 5.52341
N: 11.70163 8.10568 2.35184
N: 13.40747 12.39468 5.31492
N: 13.12177 13.76198 5.48990
N: 13.79803 9.86411 5.67753
N: 11.49998 5.71492 3.20801
N: 11.74279 15.45343 6.08203
N: 11.45152 10.24989 3.56305
C: 11.58525 9.18265 2.99502
C: 15.69312 13.10576 5.69184
C: 15.21241 7.88552 5.44363
C: 11.70700 6.85833 2.92585
C: 8.19644 9.12694 6.28447
C: 7.08999 9.92773 5.93668
C: 7.03668 7.24047 5.26522
C: 5.90432 9.34426 5.39426
C: 5.94365 8.00792 4.98080
C: 8.14328 7.78452 5.88042
C: 11.86280 14.11323 5.61220
C: 16.36132 8.76297 5.65309
C: 13.98488 8.52865 5.59782
C: 16.22810 10.12278 5.67998
C: 14.71330 12.08416 5.52244
C: 14.96145 10.70106 5.57214
H: 5.11002 7.67254 4.42033
H: 17.09516 10.79042 5.78591
H: 15.16719 14.03846 5.34703
H: 5.01310 9.92004 5.33398
H: 16.68222 13.06900 5.13728
H: 12.54304 16.00726 5.76688
H: 10.84612 15.89697 5.87306
H: 13.09041 7.85532 5.64530
H: 17.21043 8.15412 5.86646
H: 15.99665 13.28530 6.77200
H: 15.38310 6.84245 5.33498
H: 7.10933 11.03842 6.19875
H: 6.97664 6.16991 4.99105

Electronic structure analysis, Mulliken charges in units of e: 0.71 0.14 -0.12 -0.32 -0.44 0.48 -0.85 -0.03 -0.38 -0.45 -0.61 0.86 -1.40 -0.95 0.40 -0.05 -0.11 -0.58 -0.65 -0.41 0.60 0.46 -0.31 0.18 -0.75 0.83 0.55 0.44 0.41 0.39 0.42 0.45 0.30 0.29 0.55 0.45 0.35 0.46 0.33 0.37

***

Density functional theory data (ωB97M-V/def2-TZVPD) for a molecular structure, C16H13CaF5N2O3S5Te at a distorted geometry.

Energy in Ha: -4388.790530
Multiplicity: 1
Net charge: -2
LUMO level (alpha / beta) in eV: 3.56 / 3.56
Energy above the lowest of the compared OMol25 structures with the same formula, charge and spin in eV: 0.3507
HOMO energy (alpha / beta) in eV: -0.61 / -0.54
Orbital gap (alpha / beta) in eV: 4.2 / 4.1

Positions of all 46 atoms, in Å:
Te: 3.39264 -4.29370 0.59687
Ca: 1.00397 -2.32652 1.32898
S: 5.61973 -0.67766 3.99182
S: 4.66761 -1.15144 2.26005
S: 2.76410 -1.11287 3.39276
S: -1.75564 -0.63450 1.43040
S: 3.54272 0.08783 4.79368
F: 1.36079 -4.41309 0.48784
F: 2.81402 -4.15632 2.45459
F: 3.74828 -6.14192 0.91869
F: 3.34206 -4.91795 -1.21234
F: 5.26622 -4.07325 0.85405
O: -2.31916 -0.06572 2.61667
O: -1.48431 -2.11840 1.46266
O: 2.96505 -2.48166 0.26267
N: -0.25846 -0.22728 1.01769
N: 1.90730 -0.00777 -0.31075
C: 2.96756 2.42847 -1.20669
C: -5.40966 1.12636 -3.13648
C: -0.12726 3.48358 0.83847
C: -4.21011 0.24217 0.43750
C: -5.10948 0.54460 -0.57603
C: 0.94436 3.57631 -0.05963
C: -3.39815 0.06775 -2.18690
C: -2.51939 -0.26793 -1.18398
C: -0.54273 2.22262 1.22904
C: 1.83595 2.48211 -0.36083
C: -4.69807 0.58567 -1.91687
C: 0.19429 1.05829 0.88633
C: -2.88829 -0.13792 0.14910
C: 2.97887 -0.02574 -1.10461
C: 1.39173 1.17967 0.09388
C: 3.52351 1.18368 -1.59934
H: -3.07256 -0.12820 -3.19355
H: -5.65200 0.36477 -3.90422
H: -6.13593 0.87007 -0.35395
H: 3.38579 -0.97886 -1.40285
H: -1.30487 2.12641 1.97044
H: -0.65042 4.37465 1.22378
H: -6.28192 1.77002 -2.98730
H: 1.14052 4.52818 -0.46415
H: 3.45265 3.34831 -1.54957
H: 4.35724 1.07275 -2.27903
H: -4.55591 0.33824 1.45066
H: -1.52281 -0.48378 -1.44924
H: -4.66984 1.75995 -3.71033

Electronic structure analysis, Mulliken charges in units of e: 1.68 1.42 -0.42 -0.02 -0.13 1.34 -0.38 -0.66 -0.45 -0.47 -0.49 -0.47 -0.67 -0.91 -0.76 0.18 0.13 -0.44 -1.31 -0.67 -0.29 -0.80 -0.84 -0.67 -0.57 -0.42 0.35 0.79 -0.39 0.07 -0.42 0.42 -0.69 0.38 0.29 0.31 0.45 0.54 0.34 0.36 0.37 0.34 0.37 0.47 0.41 0.31

***

Density functional theory data (ωB97M-V/def2-TZVPD) for a molecular structure, C16H13Cl2CuIN2O4.

Energy in Ha: -3886.570189
Multiplicity: 2
LUMO level (alpha / beta) in eV: -0.63 / -1.08
Energy above the lowest of the compared OMol25 structures with the same formula, charge and spin in eV: 0.0000
<S²>: 0.7529
HOMO energy (alpha / beta) in eV: -8.18 / -8.13
Orbital gap (alpha / beta) in eV: 7.5 / 7.0

Positions of all 39 atoms, in Å:
I: -1.13576 -1.65461 -1.48418
Cu: 0.23163 -0.05002 0.36873
Cl: -1.61468 -2.55988 4.12572
Cl: 0.35865 -0.63130 5.10782
O: 0.79956 -1.46613 1.63307
O: -0.86989 -0.17676 2.23689
O: 1.96992 0.67416 0.07475
O: 0.21900 4.82804 -2.79294
N: -0.66609 1.38890 -0.59495
N: 3.97098 3.53703 -0.46942
C: 1.73678 4.13876 -1.06857
C: -3.83422 -0.25662 -1.60775
C: -2.03232 1.19072 -0.88537
C: -0.04481 -1.79423 3.83467
C: -4.29609 2.02428 -1.01660
C: 2.22446 1.88800 -0.25293
C: 0.80005 5.21299 -1.54625
C: -0.05713 -1.08690 2.48651
C: -0.08787 2.49503 -0.93716
C: -2.50021 -0.05184 -1.31227
C: 3.60149 2.33111 -0.15347
C: 3.05901 4.43170 -0.91989
C: 4.61069 1.34267 0.34062
C: 1.28213 2.83248 -0.72764
C: -2.95759 2.21944 -0.72156
C: -4.73505 0.78911 -1.46642
H: -0.68654 3.22464 -1.47918
H: 4.62910 0.46820 -0.31165
H: 4.33305 0.98768 1.33434
H: -5.78025 0.62681 -1.69154
H: 1.36583 6.14111 -1.65186
H: -0.18673 5.60060 -3.19705
H: 0.01552 5.38709 -0.79815
H: -2.61168 3.16714 -0.32928
H: 0.71083 -2.56969 3.83867
H: -4.99997 2.83368 -0.87830
H: 5.59337 1.80531 0.37148
H: 3.44156 5.41628 -1.15998
H: -4.17225 -1.22737 -1.94250

Electronic structure analysis, Mulliken charges in units of e: 0.06 -0.14 -0.16 -0.16 -0.54 -0.69 -0.87 -0.54 0.15 -0.68 0.84 -0.50 0.45 0.11 -0.74 0.68 -0.92 1.14 0.49 -0.02 0.75 -0.87 -1.23 -1.25 -0.11 -0.53 0.99 0.29 0.30 0.38 0.43 0.31 0.32 0.52 0.28 0.38 0.38 0.32 0.38

***

- multiplicity of number 1 (C16H12ClN5OS2)?
  1

***

- Number 6 is which compound?
  C16H13Cl2CuIN2O4

***

Copy entry 5 word for word.
Density functional theory data (ωB97M-V/def2-TZVPD) for a molecular structure, C16H13CaF5N2O3S5Te at a distorted geometry.

Energy in Ha: -4388.790530
Multiplicity: 1
Net charge: -2
LUMO level (alpha / beta) in eV: 3.56 / 3.56
Energy above the lowest of the compared OMol25 structures with the same formula, charge and spin in eV: 0.3507
HOMO energy (alpha / beta) in eV: -0.61 / -0.54
Orbital gap (alpha / beta) in eV: 4.2 / 4.1

Positions of all 46 atoms, in Å:
Te: 3.39264 -4.29370 0.59687
Ca: 1.00397 -2.32652 1.32898
S: 5.61973 -0.67766 3.99182
S: 4.66761 -1.15144 2.26005
S: 2.76410 -1.11287 3.39276
S: -1.75564 -0.63450 1.43040
S: 3.54272 0.08783 4.79368
F: 1.36079 -4.41309 0.48784
F: 2.81402 -4.15632 2.45459
F: 3.74828 -6.14192 0.91869
F: 3.34206 -4.91795 -1.21234
F: 5.26622 -4.07325 0.85405
O: -2.31916 -0.06572 2.61667
O: -1.48431 -2.11840 1.46266
O: 2.96505 -2.48166 0.26267
N: -0.25846 -0.22728 1.01769
N: 1.90730 -0.00777 -0.31075
C: 2.96756 2.42847 -1.20669
C: -5.40966 1.12636 -3.13648
C: -0.12726 3.48358 0.83847
C: -4.21011 0.24217 0.43750
C: -5.10948 0.54460 -0.57603
C: 0.94436 3.57631 -0.05963
C: -3.39815 0.06775 -2.18690
C: -2.51939 -0.26793 -1.18398
C: -0.54273 2.22262 1.22904
C: 1.83595 2.48211 -0.36083
C: -4.69807 0.58567 -1.91687
C: 0.19429 1.05829 0.88633
C: -2.88829 -0.13792 0.14910
C: 2.97887 -0.02574 -1.10461
C: 1.39173 1.17967 0.09388
C: 3.52351 1.18368 -1.59934
H: -3.07256 -0.12820 -3.19355
H: -5.65200 0.36477 -3.90422
H: -6.13593 0.87007 -0.35395
H: 3.38579 -0.97886 -1.40285
H: -1.30487 2.12641 1.97044
H: -0.65042 4.37465 1.22378
H: -6.28192 1.77002 -2.98730
H: 1.14052 4.52818 -0.46415
H: 3.45265 3.34831 -1.54957
H: 4.35724 1.07275 -2.27903
H: -4.55591 0.33824 1.45066
H: -1.52281 -0.48378 -1.44924
H: -4.66984 1.75995 -3.71033

Electronic structure analysis, Mulliken charges in units of e: 1.68 1.42 -0.42 -0.02 -0.13 1.34 -0.38 -0.66 -0.45 -0.47 -0.49 -0.47 -0.67 -0.91 -0.76 0.18 0.13 -0.44 -1.31 -0.67 -0.29 -0.80 -0.84 -0.67 -0.57 -0.42 0.35 0.79 -0.39 0.07 -0.42 0.42 -0.69 0.38 0.29 0.31 0.45 0.54 0.34 0.36 0.37 0.34 0.37 0.47 0.41 0.31